No. 1
# C18H21N3O2S

The molecule C18H21N3O2S (wB97M-V/def2-TZVPD, the Open Molecules 2025 dataset).

XYZ file:
```
45
Properties=species:S:1:pos:R:3:forces:R:3
S 0.780 -1.939 1.283 -0.134 -0.366 -0.528
O 3.182 1.874 -0.878 0.121 0.035 -0.142
O 6.266 0.575 -0.425 0.062 0.084 0.018
N 3.146 1.056 1.227 0.014 0.407 0.334
N 3.280 -1.160 -0.123 -0.610 -0.537 0.254
N 4.463 -0.740 -0.578 0.477 -0.525 -1.033
C -0.761 -2.651 1.033 0.268 0.102 0.021
C 0.447 1.000 -1.142 0.214 0.095 0.126
C 2.495 -1.834 -0.868 0.991 0.315 -0.354
C 4.582 0.903 1.263 0.052 0.319 -0.168
C -3.227 0.749 -0.106 -0.216 -0.020 -0.005
C 0.277 1.453 1.198 0.082 0.083 -0.122
C -1.717 0.929 -0.076 0.057 -0.012 -0.003
C -3.637 -0.331 0.903 0.030 0.111 -0.136
C -3.885 2.086 0.266 0.059 -0.156 -0.053
C 1.223 -2.244 -0.369 -0.894 -0.317 0.577
C -1.090 1.271 1.121 -0.006 0.016 0.025
C -3.742 0.326 -1.485 0.119 0.076 0.217
C 2.546 1.459 0.071 -0.135 0.130 0.449
C -0.919 0.798 -1.206 -0.028 0.002 0.034
C 5.185 0.264 0.013 -0.040 0.021 0.296
C -0.928 -3.092 -0.243 -0.250 -0.040 0.299
C 1.065 1.315 0.061 -0.301 0.041 -0.219
C 0.203 -2.864 -1.046 0.589 0.234 0.070
H 0.725 1.731 2.141 0.049 0.019 0.105
H -1.675 1.400 2.018 -0.089 0.018 0.090
H -4.718 -0.452 0.900 -0.139 -0.012 0.016
H 5.061 1.884 1.356 0.061 -0.267 -0.023
H 4.783 -1.024 -1.508 -0.064 0.162 0.292
H -3.294 -0.615 -1.796 0.047 -0.105 -0.096
H -1.450 -2.709 1.852 -0.191 -0.019 0.142
H 2.740 -2.103 -1.901 0.063 0.071 0.026
H -3.533 1.087 -2.233 0.025 0.047 -0.140
H -3.181 -1.282 0.637 0.025 -0.099 0.002
H 2.606 0.473 1.847 0.020 0.012 -0.174
H 0.268 -3.140 -2.083 0.058 -0.034 -0.214
H -3.576 2.864 -0.429 0.011 0.110 -0.056
H -3.328 -0.073 1.912 0.031 0.008 0.147
H -1.352 0.542 -2.159 -0.089 -0.043 -0.093
H -3.607 2.397 1.269 0.020 0.065 0.119
H -4.820 0.188 -1.441 -0.096 -0.007 0.008
H 4.855 0.292 2.125 -0.025 0.062 -0.018
H -4.968 1.995 0.224 -0.142 -0.001 0.010
H -1.825 -3.568 -0.597 -0.167 -0.078 -0.020
H 1.056 0.910 -2.029 0.074 -0.005 -0.078
```
Forces are in eV/Å.

HOMO-LUMO gap in eV: 8.36
Spin multiplicity: 1
Highest occupied orbital energy in eV: -8.302

No. 2
# C48H37N12O9SSbScTe

A structure of composition C48H37N12O9SSbScTe (wB97M-V/def2-TZVPD, the Open Molecules 2025 dataset).

XYZ file:
```
110
Properties=species:S:1:pos:R:3:forces:R:3
Te 3.795 2.942 -3.266 -0.146 -0.090 0.128
Sb 1.863 -2.620 0.119 -0.026 0.101 0.182
Sc 1.395 1.223 -1.424 0.410 0.126 -0.375
S 0.460 -2.157 -1.564 -0.031 0.011 -0.124
O -0.510 1.241 -5.556 -0.041 0.053 0.109
O -0.389 -0.365 -6.965 -0.055 -0.076 0.014
O 3.977 -1.710 -8.320 -0.216 -0.385 0.020
O 4.666 1.146 -2.689 0.114 -0.019 -0.079
O 5.493 -1.944 -6.817 -0.078 -0.398 0.151
O 2.944 0.078 -1.653 -0.067 0.295 0.183
O 1.018 0.775 -3.427 -0.034 0.013 0.127
O -10.005 0.682 4.937 0.008 -0.010 -0.016
O 0.911 0.783 0.583 0.071 0.029 0.063
N 3.857 0.016 -2.690 -0.234 -0.022 -0.103
N -0.970 0.890 -1.247 0.045 -0.093 -0.165
N -0.466 3.297 -3.570 0.064 0.002 0.010
N 2.655 2.656 -0.055 -0.086 -0.170 0.049
N 0.473 5.456 -0.323 -0.011 0.044 0.045
N 0.083 0.299 -6.058 -0.006 0.101 -0.179
N -4.381 0.878 2.168 -0.271 -0.033 0.120
N -1.043 7.043 -0.997 0.035 0.014 0.001
N -0.776 5.200 -2.331 -0.024 0.010 -0.022
N 0.610 3.442 -1.545 0.111 -0.082 0.140
N 4.367 -1.634 -7.166 0.502 1.044 -0.353
N -4.666 0.879 3.383 0.324 -0.014 -0.100
C -6.395 0.721 5.020 -0.022 0.006 -0.070
C 1.748 -5.536 -0.750 -0.031 -0.034 -0.007
C 3.925 -2.193 -0.061 -0.034 -0.067 0.027
C -3.669 0.753 -0.598 -0.028 -0.012 -0.083
C 3.689 2.192 0.638 -0.016 0.054 0.000
C 0.957 4.248 -0.543 -0.106 0.009 -0.084
C 1.011 -1.538 4.347 -0.011 0.001 -0.008
C -3.249 0.698 -1.897 -0.048 0.001 0.026
C -3.024 0.917 1.832 0.058 0.042 0.053
C 1.023 -2.122 2.008 -0.035 -0.077 -0.012
C 4.725 -1.720 0.973 -0.031 0.024 0.027
C -7.718 0.668 5.413 0.032 -0.004 0.030
C -8.728 0.737 4.458 -0.032 0.004 0.024
C -0.299 0.890 1.015 -0.080 -0.001 -0.014
C 6.650 -1.836 -0.463 -0.020 -0.008 -0.008
C 5.854 -2.316 -1.491 0.014 0.019 0.031
C -0.333 -2.433 2.097 0.005 -0.014 -0.023
C -0.333 -1.872 4.433 -0.006 0.027 -0.017
C -11.057 0.719 3.995 0.005 0.006 0.002
C -2.716 0.858 0.439 0.107 -0.006 0.072
C 3.186 -0.149 -3.959 0.080 -0.003 0.027
C -1.987 1.015 2.746 -0.090 -0.010 -0.062
C 2.030 3.756 0.357 -0.097 0.011 0.090
C 2.063 -5.310 1.624 0.020 -0.016 0.009
C -1.367 0.888 0.050 -0.113 -0.010 0.037
C 1.789 -6.918 -0.623 0.003 -0.009 0.031
C -0.210 3.994 -2.471 -0.076 0.005 -0.037
C 1.892 -4.728 0.373 0.050 -0.017 -0.046
C 1.688 -1.663 3.139 0.043 -0.029 0.008
C -7.069 0.909 2.725 0.041 -0.003 0.079
C 2.096 -6.693 1.751 0.005 0.025 -0.003
C 6.084 -1.535 0.768 0.011 0.003 -0.016
C 3.506 -0.985 -6.195 -0.148 -0.213 0.142
C 1.426 -0.031 -5.607 0.068 -0.058 0.113
C 2.227 -0.642 -6.554 -0.011 -0.040 0.039
C -1.007 -2.312 3.303 0.014 0.029 0.019
C 1.963 -7.496 0.627 -0.001 0.014 -0.019
C -6.054 0.836 3.673 -0.127 0.023 -0.041
C 4.493 -2.490 -1.293 -0.042 0.005 -0.033
C -8.400 0.860 3.112 -0.012 -0.004 -0.049
C -0.433 5.856 -1.234 0.003 -0.016 -0.008
C -0.652 1.008 2.359 0.079 -0.060 0.012
C 3.437 3.932 2.255 0.006 0.026 0.056
C -1.875 0.782 -2.190 0.039 0.028 0.017
C 2.366 4.421 1.524 0.213 0.001 -0.068
C 4.121 2.816 1.798 0.005 -0.025 -0.039
C 1.837 0.250 -4.270 -0.013 -0.061 -0.072
C 3.975 -0.750 -4.906 -0.024 -0.019 0.027
H -6.807 1.007 1.682 0.009 0.001 -0.018
H 1.676 -7.542 -1.501 0.001 -0.003 0.005
H 3.870 -2.814 -2.119 0.001 -0.006 0.009
H -5.597 0.671 5.750 0.007 0.000 0.002
H 6.701 -1.150 1.572 -0.001 -0.001 0.000
H -9.170 0.921 2.356 -0.002 0.002 -0.007
H -0.868 -2.764 1.213 0.004 0.005 -0.004
H -0.628 7.636 -0.301 -0.012 -0.002 -0.002
H 2.734 -1.398 3.101 0.002 0.014 -0.003
H 2.157 -4.689 2.509 0.003 0.000 -0.001
H 2.222 -7.141 2.729 0.001 -0.006 -0.006
H 7.709 -1.680 -0.626 -0.003 0.001 0.000
H 4.160 1.302 0.236 0.003 0.005 -0.004
H 1.851 -0.844 -7.544 -0.004 0.001 0.006
H 1.810 5.297 1.821 -0.005 0.007 -0.016
H -1.026 3.725 -4.286 -0.003 0.002 0.009
H -1.513 0.761 -3.211 -0.007 -0.015 0.012
H 0.137 1.038 3.098 0.007 0.010 -0.008
H 6.283 -2.525 -2.462 0.002 0.003 0.004
H 1.579 -5.085 -1.722 0.005 0.023 0.015
H -3.954 0.600 -2.711 -0.002 0.006 0.009
H -10.998 -0.118 3.294 0.008 -0.005 0.001
H -2.238 1.077 3.796 -0.027 0.000 0.011
H -11.978 0.643 4.566 0.000 0.002 0.001
H -0.858 -1.772 5.375 0.002 -0.006 -0.004
H -7.994 0.574 6.455 0.009 0.003 -0.006
H 1.540 -1.178 5.221 -0.003 0.000 -0.003
H 3.739 4.422 3.172 -0.001 -0.004 -0.004
H 4.303 -1.476 1.938 0.005 -0.005 0.007
H 4.982 -1.026 -4.630 -0.003 -0.006 -0.008
H -1.547 7.462 -1.758 -0.002 -0.017 0.007
H -4.719 0.708 -0.344 0.005 -0.001 0.001
H 0.053 2.449 -3.792 -0.006 -0.013 -0.017
H -11.059 1.657 3.432 0.008 0.003 0.001
H -2.063 -2.548 3.354 0.000 0.000 0.002
H 1.990 -8.574 0.726 0.001 0.002 0.002
H 4.973 2.422 2.334 -0.006 0.002 0.003
```
Forces are in eV/Å.

HOMO-LUMO gap in eV: 5.10
Spin multiplicity: 1
Highest occupied orbital energy in eV: -3.679
Net charge: -1

No. 3
# C39H29BrF5N4STeW

A structure of composition C39H29BrF5N4STeW (wB97M-V/def2-TZVPD, the Open Molecules 2025 dataset).

XYZ file:
```
81
Properties=species:S:1:pos:R:3:forces:R:3
W 0.151 -0.887 0.186 -0.672 0.641 -0.018
Te -1.949 -2.608 0.927 -0.671 -0.085 -0.309
Br 0.658 6.576 -0.017 0.009 -0.204 -0.075
S 2.759 -1.480 -0.788 -0.816 -0.312 -0.114
F 6.747 1.698 -0.935 -0.051 0.012 0.054
F 5.940 2.949 1.357 0.036 -0.216 -0.037
F 5.318 -0.372 -1.941 0.058 0.129 0.041
F 2.321 -0.116 1.694 1.346 0.783 0.195
F 3.793 1.971 2.744 0.038 0.018 -0.104
N 0.899 -2.392 1.316 2.033 -3.119 1.718
N -0.286 -0.146 2.447 -0.051 0.015 -0.164
N 0.131 -1.918 -1.686 0.243 0.050 -1.612
N 0.537 0.632 -1.273 0.291 -0.873 -3.157
C -1.148 2.082 1.895 0.266 -0.085 0.399
C 0.379 -3.058 -4.253 -0.275 -0.779 0.643
C 0.027 2.942 -1.910 0.102 -0.490 0.117
C 1.282 3.834 0.404 0.115 0.287 -0.268
C 3.068 -4.017 3.531 -0.134 0.081 0.042
C 0.683 4.737 -0.462 0.046 -0.084 0.113
C -4.639 -1.562 -0.199 -0.005 -0.103 0.247
C 0.573 0.222 -2.536 0.318 1.740 2.295
C 4.944 0.194 -0.795 -0.489 -0.021 0.404
C -5.728 -1.535 -1.051 -0.112 -0.029 0.068
C 0.133 -3.846 -3.116 0.289 0.493 -0.934
C 0.539 3.196 3.853 -0.048 -0.008 0.001
C -1.572 0.453 -0.010 -0.733 0.048 0.026
C -0.325 4.002 3.131 0.033 0.047 0.088
C 0.510 -1.707 -4.085 -0.031 0.933 0.861
C -4.685 -3.169 -2.456 -0.033 -0.043 -0.125
C 5.678 1.253 -0.282 -0.077 0.140 0.196
C 3.478 0.335 1.071 -0.371 -0.443 -0.191
C 1.582 -3.246 1.718 -1.949 2.004 -0.872
C -1.141 3.454 2.159 -0.065 -0.217 0.248
C -3.582 -3.177 -1.620 0.247 -0.125 0.116
C -1.977 1.542 0.798 0.042 -0.338 -0.106
C 5.287 1.880 0.906 -0.136 -0.200 -0.148
C -5.767 -2.359 -2.162 0.040 0.054 -0.074
C -3.899 1.947 -0.631 -0.031 0.059 -0.010
C 0.040 -3.250 -1.883 -0.091 0.106 0.642
C 0.057 4.288 -1.617 0.077 0.276 0.099
C -3.565 -2.394 -0.474 0.500 -0.084 0.446
C 2.415 -4.309 2.172 0.678 -0.813 0.345
C 3.788 -0.269 -0.146 0.621 0.723 0.557
C 0.610 2.011 -1.042 0.228 1.537 0.433
C 1.227 2.486 0.116 0.058 -0.363 -0.292
C -0.286 1.283 2.657 -0.184 0.315 0.045
C -2.333 0.224 -1.165 0.128 0.025 -0.127
C -3.461 0.955 -1.491 0.210 0.069 -0.065
C 0.547 1.834 3.622 -0.022 -0.188 -0.191
C -3.160 2.229 0.499 0.013 -0.108 -0.011
C 4.185 1.398 1.603 -0.036 -0.089 -0.074
C 0.385 -1.145 -2.797 -0.229 -2.251 -0.199
H 1.811 -5.222 2.233 0.051 0.113 -0.116
H 0.806 0.903 -3.345 -0.105 0.116 0.052
H -4.004 0.721 -2.394 -0.085 -0.010 -0.089
H 3.188 -4.464 1.409 -0.175 0.057 0.001
H -6.556 -0.877 -0.840 -0.140 0.066 0.080
H 1.199 3.616 4.596 0.040 0.066 0.091
H -2.736 -3.816 -1.845 -0.039 -0.077 -0.013
H -0.415 4.996 -2.279 -0.076 0.066 -0.078
H 3.581 -3.060 3.515 0.083 0.061 0.007
H 2.318 -4.001 4.317 -0.025 0.040 0.055
H -0.341 5.065 3.311 -0.023 0.141 -0.023
H 0.461 -3.515 -5.227 0.035 0.005 -0.064
H 0.035 -4.914 -3.208 -0.018 -0.141 0.086
H -4.625 -0.944 0.687 -0.008 0.101 0.047
H 3.787 -4.796 3.765 0.036 -0.055 -0.034
H 1.765 4.175 1.308 0.024 0.000 -0.023
H 0.283 -0.579 3.184 -0.173 0.088 -0.496
H -0.495 2.606 -2.792 -0.142 -0.031 -0.070
H 1.202 1.191 4.196 0.048 -0.057 0.017
H -3.509 2.997 1.176 0.027 0.052 0.008
H -2.037 -0.569 -1.853 -0.155 0.129 0.148
H -4.798 2.507 -0.838 -0.104 0.021 -0.033
H -4.707 -3.808 -3.327 0.015 -0.047 -0.073
H -0.132 -3.859 -1.000 -0.031 0.233 -0.071
H -1.251 -0.489 2.582 0.458 0.009 -0.204
H 0.735 -1.052 -4.911 -0.022 0.079 -0.101
H -1.762 4.113 1.576 -0.077 0.049 -0.126
H 1.667 1.797 0.816 -0.059 -0.028 -0.018
H -6.639 -2.371 -2.796 -0.117 0.039 -0.123
```
Forces are in eV/Å.

HOMO-LUMO gap (spin up / spin down) in eV: 5.59 / 5.57
Spin multiplicity: 3
<S²>: 2.0277
Highest occupied orbital energy (spin up / spin down) in eV: -9.999 / -10.184
Net charge: +1

No. 4
# C19H57BN6O7

A cluster of 6 separate species, C19H57BN6O7 in total (wB97M-V/def2-TZVPD, the Open Molecules 2025 dataset).

XYZ file:
```
90
Properties=species:S:1:pos:R:3:forces:R:3
O -1.053 1.320 -2.897 0.161 0.069 -0.012
O 0.608 2.177 1.530 -0.542 0.364 0.410
O -0.827 -2.883 1.207 0.462 -0.831 0.240
O 2.285 -0.826 1.535 -0.174 -0.218 -0.234
O -3.898 0.623 1.936 0.246 0.016 -0.109
O 5.886 3.176 1.929 -0.502 0.307 -0.067
O -5.141 -1.391 -3.873 -0.291 0.469 -0.148
N 3.223 1.561 2.678 0.215 0.373 0.625
N 0.320 -4.595 2.203 -0.308 0.437 -1.015
N -1.218 -1.137 -0.860 0.527 0.108 -0.308
N -0.043 -4.573 -0.117 -0.339 0.540 1.578
N 1.081 0.628 -0.883 0.385 0.402 -0.198
N -4.016 -0.658 -0.515 -1.199 -0.414 0.677
C 6.742 4.246 2.244 0.300 -0.154 0.330
C 2.356 -0.085 -0.708 0.106 0.330 -0.205
C 2.870 2.723 1.876 0.252 -0.702 0.276
C -3.469 1.287 3.101 -0.557 0.082 0.058
C -0.103 2.247 -2.368 -0.721 -0.449 0.401
C -0.830 1.045 -4.256 0.166 0.362 -0.789
C -4.996 -0.853 -5.166 0.175 -0.539 -0.329
C 4.656 1.262 2.741 -0.861 -0.359 -0.581
C -0.737 2.647 1.429 0.781 -0.110 -0.617
C -0.222 -3.969 1.090 -0.154 -0.126 -0.349
C 1.219 1.600 -1.988 -0.104 -0.085 0.223
C -4.397 -1.522 -1.630 0.949 -0.963 -0.563
C 1.463 3.143 2.158 -0.527 -0.115 -1.194
C -3.477 -0.726 1.904 -0.174 -0.003 0.009
C -4.148 -0.900 -3.000 0.133 -0.423 -0.076
C 5.514 2.445 3.078 0.962 -0.647 0.240
C -4.194 -1.410 0.758 0.209 0.091 -0.175
C 2.249 -1.280 0.198 0.431 -0.372 -0.389
C 2.114 -1.851 2.475 -1.069 -0.212 0.612
B -0.633 -3.217 -3.046 0.057 -0.370 -0.151
H -1.631 0.442 -4.676 -0.129 -0.235 0.394
H 3.123 0.601 -0.305 -0.018 -0.181 0.025
H -1.298 1.867 0.914 -0.228 -0.079 0.368
H 6.904 4.847 1.355 0.047 -0.117 -0.161
H -4.733 0.063 -0.447 0.528 0.386 -0.220
H -3.959 0.836 3.974 0.151 0.101 0.086
H 2.731 0.765 2.281 0.172 0.102 0.251
H -5.207 0.221 -5.208 -0.069 -0.003 0.099
H -2.174 -0.753 -0.685 0.261 -0.228 -0.167
H 2.265 -1.446 3.477 0.457 0.126 -0.126
H -3.811 2.316 2.993 0.095 0.043 0.159
H 4.998 0.796 1.800 0.254 0.208 0.099
H -1.639 -3.250 -2.329 -0.025 -0.113 0.017
H -2.384 1.278 3.249 -0.031 -0.179 -0.126
H -3.983 -1.026 -5.560 -0.018 0.078 0.147
H -0.918 -1.807 -0.108 -0.492 0.501 -0.240
H 1.361 -1.880 -0.048 -0.064 0.237 0.290
H 0.019 -4.217 3.081 -0.027 -0.168 0.128
H 1.291 4.099 1.640 -0.094 0.117 0.339
H -2.389 -0.786 1.790 0.032 -0.010 0.008
H 0.943 1.158 -0.011 -0.107 -0.157 -0.365
H -0.828 1.976 -4.856 0.120 -0.095 0.254
H 2.771 -2.705 2.289 0.087 0.039 0.012
H 0.344 -3.584 -2.393 -0.004 0.196 -0.150
H -1.171 -1.679 -1.758 -0.255 0.298 0.379
H -0.433 -2.071 -3.422 -0.044 0.109 -0.055
H -1.136 2.903 2.409 -0.170 -0.084 -0.007
H -0.767 3.526 0.771 -0.031 0.133 0.211
H -3.752 -1.206 2.855 0.108 -0.117 -0.103
H -3.796 -2.416 0.610 0.094 0.025 0.149
H 1.212 3.200 3.218 0.198 0.132 0.103
H 0.113 0.522 -4.433 -0.004 -0.068 0.041
H 2.746 -0.391 -1.682 -0.284 -0.156 -0.012
H -3.715 -2.385 -1.621 -0.084 0.063 0.312
H 5.028 3.064 3.843 0.025 0.126 -0.123
H 3.534 3.564 2.068 0.102 -0.096 -0.045
H -0.518 -0.364 -0.955 -0.063 -0.325 0.136
H 3.103 -1.952 0.009 0.003 0.130 0.139
H 2.937 2.425 0.818 0.036 0.667 -0.191
H 7.696 3.838 2.612 -0.003 0.266 -0.065
H 0.028 3.079 -3.069 0.155 -0.036 0.054
H -0.614 2.612 -1.475 0.232 0.271 0.076
H -5.257 -1.510 1.012 0.031 -0.020 -0.088
H -4.098 0.196 -2.995 -0.219 0.046 0.131
H 4.826 0.523 3.526 -0.179 -0.054 0.007
H 1.598 1.066 -2.863 0.133 0.026 0.068
H -5.673 -1.405 -5.818 -0.114 0.206 0.048
H -0.374 -4.087 -0.950 0.199 -0.210 -0.237
H 0.553 -5.373 -0.196 0.081 -0.076 -0.235
H 6.426 1.996 3.518 -0.056 0.468 0.069
H -3.188 -1.282 -3.374 0.186 0.321 0.065
H 1.945 2.382 -1.716 -0.049 0.005 -0.209
H 6.333 4.907 3.021 -0.103 -0.137 -0.011
H -5.384 -2.000 -1.589 -0.239 0.594 0.135
H 1.063 -2.189 2.492 0.445 0.000 -0.306
H -0.801 -3.991 -3.973 0.006 0.183 0.033
H 0.553 -5.567 2.129 -0.029 -0.120 0.244
```
Forces are in eV/Å.

HOMO-LUMO gap in eV: 9.06
Spin multiplicity: 1
Highest occupied orbital energy in eV: -8.463

Computed values of F_max (unit: hartree/bohr) for the preceding records, in sequence: 0.0244 0.0236 0.0797 0.0331.
Computed values of relative energy (zero: lowest compared OMol25 entry of this formula, charge and spin) (unit: kJ/mol) for the preceding records, in sequence: 155.0 27.5 158.6 0.0.